1.
Entry from the Open Molecules 2025 dataset: the molecule C9H11O2P in a non-equilibrium geometry (ωB97M-V with the def2-TZVPD basis set).

- E_tot: -841.3102 a.u.
- HOMO level: -8.194 eV
- Structure (SMILES): CCC(=O)P(O)c1ccccc1
- Largest force on an atom: 4.1 eV Å⁻¹

ORCA input file:
```
! RIJCOSX wB97M-V def2-TZVPD def2/J DEFGRID3
* xyz 0 1
C 2.296 -0.322 2.956
C 1.484 -1.242 2.020
C 1.705 -1.070 0.581
O 2.806 -1.103 0.103
P 0.321 -1.383 -0.734
O 1.390 -1.348 -1.937
C -1.002 -0.072 -1.505
C -2.211 0.195 -0.829
C -3.130 1.008 -1.447
C -2.870 1.546 -2.738
C -1.731 1.127 -3.456
C -0.713 0.472 -2.717
H 2.042 0.734 3.035
H 3.247 -0.302 2.558
H 2.473 -0.705 3.994
H 0.366 -1.073 2.303
H 1.673 -2.340 2.234
H 2.238 -1.073 -1.729
H -2.224 -0.311 0.084
H -4.102 1.415 -1.078
H -3.775 2.134 -3.056
H -1.376 1.366 -4.468
H 0.180 0.299 -3.302
*
```

Atomic partial charges in e from the natural (NBO) method, atoms 1 to 2: number 1, C, carries -0.610; number 2, C, carries -0.522

=====

2.
Entry from the Open Molecules 2025 dataset: a structure of composition C3H3F3O in a non-equilibrium geometry (ωB97M-V with the def2-TZVPD basis set).

- E_tot: -490.8881 a.u.
- HOMO level: -10.533 eV
- Largest force on an atom: 5.2 eV Å⁻¹

ORCA input file:
```
! RIJCOSX wB97M-V def2-TZVPD def2/J DEFGRID3
* xyz 0 1
C 1.311 0.690 0.251
C 0.705 -0.602 -0.214
C -1.201 -0.118 0.038
O 2.058 1.361 -0.403
F -1.640 0.699 -0.912
F -1.934 -1.207 -0.136
F -1.465 0.423 1.185
H 0.864 1.054 1.106
H 0.650 -0.768 -1.239
H 0.653 -1.532 0.325
*
```

Atomic partial charges in e from the natural (NBO) method, atoms 1 to 2: number 1, C, carries 0.393; number 2, C, carries -0.496

=====

3.
Entry from the Open Molecules 2025 dataset: a cluster of 6 separate species, C22H54NO17S5 in total (ωB97M-V with the def2-TZVPD basis set).

- E_tot: -4195.4218 a.u.
- HOMO level: -3.783 eV
- Largest force on an atom: 0.9 eV Å⁻¹

ORCA input file:
```
! RIJCOSX wB97M-V def2-TZVPD def2/J DEFGRID3
* xyz -1 1
C -7.139 -1.961 0.393
C -6.780 -2.529 1.779
C -5.951 -3.828 1.770
C -4.881 -3.948 0.691
C -4.426 -5.421 0.495
C -4.639 -5.907 -0.942
N -3.830 -7.088 -1.296
C -6.137 -6.212 -1.144
O -6.541 -7.241 -0.570
O -6.798 -5.321 -1.710
H -6.521 -1.096 0.153
H -7.082 -2.707 -0.394
H -8.170 -1.599 0.405
H -7.719 -2.746 2.292
H -6.260 -1.774 2.369
H -6.610 -4.695 1.737
H -5.428 -3.883 2.732
H -5.240 -3.611 -0.278
H -3.999 -3.359 0.947
H -3.365 -5.533 0.742
H -4.986 -6.074 1.167
H -4.357 -5.098 -1.617
H -2.853 -6.819 -1.322
H -3.944 -7.786 -0.570
O -3.028 -1.004 2.699
S -1.983 -0.270 2.058
O -1.473 -0.706 0.795
O -0.774 -0.111 3.080
C -0.250 -1.319 3.674
C 0.575 -2.139 2.704
C -2.419 1.428 1.951
H -1.074 -1.900 4.091
H 0.365 -0.972 4.502
H -0.042 -2.537 1.901
H 1.036 -2.979 3.226
H 1.357 -1.528 2.252
H -2.778 1.763 2.920
H -3.205 1.503 1.203
H -1.545 1.995 1.642
O -0.246 3.837 6.013
S -1.627 3.472 6.087
O -2.365 3.240 4.886
O -2.388 4.546 6.977
C -2.241 5.937 6.617
C -3.045 6.319 5.391
C -1.835 2.094 7.157
H -1.181 6.163 6.490
H -2.595 6.481 7.490
H -2.672 5.824 4.497
H -2.984 7.397 5.236
H -4.091 6.038 5.515
H -1.294 2.279 8.081
H -1.424 1.232 6.636
H -2.896 1.952 7.341
O 2.888 -0.305 0.421
S 3.081 0.396 -0.810
O 2.530 1.704 -0.990
O 2.647 -0.533 -2.012
C 1.297 -1.081 -2.014
C 0.250 -0.059 -2.393
C 4.802 0.465 -1.178
H 1.091 -1.529 -1.041
H 1.336 -1.876 -2.753
H 0.158 0.721 -1.639
H -0.717 -0.552 -2.488
H 0.504 0.417 -3.341
H 5.228 -0.529 -1.066
H 5.250 1.154 -0.465
H 4.928 0.841 -2.190
O 7.908 6.052 -2.062
S 7.094 5.809 -0.911
O 7.054 4.498 -0.340
O 5.622 6.313 -1.207
C 4.962 5.810 -2.395
C 4.489 4.382 -2.238
C 7.477 6.971 0.352
H 5.630 5.927 -3.249
H 4.118 6.480 -2.542
H 5.330 3.697 -2.137
H 3.907 4.080 -3.109
H 3.868 4.274 -1.350
H 7.486 7.968 -0.078
H 8.461 6.708 0.732
H 6.733 6.887 1.139
O 2.453 -2.149 -4.949
S 3.727 -1.854 -5.527
O 3.929 -0.615 -6.212
O 4.146 -3.058 -6.473
C 3.199 -3.473 -7.485
C 3.128 -2.518 -8.658
C 4.990 -2.059 -4.323
H 2.222 -3.616 -7.022
H 3.559 -4.448 -7.807
H 2.721 -1.552 -8.364
H 2.486 -2.939 -9.432
H 4.121 -2.347 -9.075
H 4.848 -3.011 -3.820
H 4.879 -1.236 -3.621
H 5.956 -2.012 -4.818
*
```

Atomic partial charges in e from the Mulliken method, atoms 1 to 2: number 1, C, carries -1.063; number 2, C, carries -0.366